Entry 1:
# C34H47FIrN3O3

C34H47FIrN3O3 as an isolated structure (ωB97M-V with the def2-TZVPD basis set, OMol25).

LUMO (spin up / spin down) = -0.3452 / -0.3474 Ha
<S²> = 0.78
HOMO energy (spin up / spin down) = -15.768 / -16.000 eV
Gap between HOMO and LUMO (spin up / spin down) = 6.3742 / 6.5468 eV

```
! RIJCOSX wB97M-V def2-TZVPD def2/J DEFGRID3
* xyz 3 2
Ir 1.865 0.891 0.073
C 4.416 0.858 -0.140
C 4.448 0.034 0.990
C 3.491 0.670 1.949
C 3.119 1.946 1.387
C 3.703 2.082 0.099
C 3.591 3.317 -0.752
C 4.016 3.031 -2.191
C 4.474 4.419 -0.144
C 2.114 3.744 -0.683
C 3.014 0.350 3.336
C 3.966 1.189 4.237
C 1.571 0.853 3.567
C 3.088 -1.116 3.756
C 5.365 -1.169 1.082
C 4.657 -2.527 1.284
C 6.346 -0.904 2.247
C 6.194 -1.280 -0.206
H 4.922 0.641 -1.067
H 2.679 2.751 1.958
H 5.076 2.780 -2.249
H 3.858 3.918 -2.803
H 3.440 2.213 -2.632
H 5.525 4.128 -0.153
H 4.187 4.649 0.884
H 4.374 5.330 -0.734
H 1.431 2.898 -0.920
H 1.887 4.503 -1.432
H 1.850 4.155 0.292
H 3.880 2.258 4.039
H 5.009 0.897 4.118
H 3.680 1.008 5.273
H 1.508 1.939 3.636
H 1.219 0.448 4.514
H 0.888 0.507 2.790
H 4.098 -1.509 3.730
H 2.443 -1.743 3.139
H 2.747 -1.186 4.788
H 4.386 -2.712 2.316
H 5.357 -3.305 0.985
H 3.769 -2.631 0.669
H 5.836 -0.742 3.195
H 6.978 -0.037 2.045
H 6.992 -1.774 2.358
H 5.568 -1.491 -1.077
H 6.890 -2.110 -0.096
H 6.791 -0.386 -0.400
F -4.413 2.533 -1.552
C -3.967 1.280 -1.383
C -2.655 1.124 -1.077
C -2.109 -0.158 -0.888
C -0.733 -0.361 -0.574
O 0.043 0.694 -0.491
C -0.275 -1.659 -0.405
C -1.162 -2.711 -0.582
N -2.443 -2.543 -0.871
C -3.280 -3.717 -1.113
C -4.336 -4.090 -0.114
C -3.106 -4.931 -0.259
C -2.966 -1.260 -1.034
C -4.314 -1.079 -1.356
C -4.873 0.185 -1.529
N -6.210 0.362 -1.839
C -6.811 1.694 -2.039
C -8.298 1.585 -2.334
N -8.529 0.530 -3.375
C -8.077 -0.836 -2.894
C -7.191 -0.699 -1.661
C 1.131 -2.013 -0.076
O 1.494 -3.154 0.007
O 2.015 -1.030 0.126
H -2.036 2.004 -0.975
H -0.797 -3.725 -0.491
H -3.485 -3.856 -2.167
H -5.276 -4.468 -0.492
H -4.414 -3.489 0.783
H -3.175 -5.890 -0.751
H -2.394 -4.898 0.554
H -4.914 -1.964 -1.475
H -6.318 2.198 -2.870
H -6.709 2.333 -1.161
H -8.665 2.536 -2.714
H -8.893 1.313 -1.465
H -8.017 0.786 -4.221
H -9.516 0.500 -3.637
H -7.552 -1.311 -3.719
H -8.964 -1.422 -2.660
H -6.718 -1.662 -1.512
H -7.795 -0.515 -0.767
*
```


Entry 2:
# C34H47N7O12S3

C34H47N7O12S3 as an isolated structure (ωB97M-V with the def2-TZVPD basis set, OMol25).

LUMO = 0.0073 Ha
HOMO energy = -6.649 eV
Gap between HOMO and LUMO = 6.8482 eV

```
! RIJCOSX wB97M-V def2-TZVPD def2/J DEFGRID3
* xyz 0 1
C 3.140 1.122 -0.839
C 3.850 -0.206 -1.282
O 2.878 -0.779 -2.140
S 2.224 0.339 -3.237
O 0.911 -0.052 -3.709
O 3.253 0.731 -4.185
O 2.188 1.405 -1.964
H 3.875 1.919 -0.723
H 2.446 1.054 -0.001
H 4.084 -0.860 -0.442
H 4.664 -0.111 -2.001
C -3.327 -2.566 -3.084
C -1.949 -2.103 -3.613
O -1.205 -1.897 -2.495
S -1.593 -2.988 -1.282
O -1.899 -2.319 -0.031
O -0.617 -4.102 -1.219
O -3.007 -3.498 -2.056
H -3.814 -3.027 -3.943
H -3.954 -1.716 -2.818
H -2.198 -1.131 -4.038
H -1.459 -2.620 -4.438
C 3.184 -4.022 0.642
C 2.476 -4.909 -0.373
O 1.984 -4.200 -1.420
S 2.319 -2.590 -1.315
O 1.098 -1.832 -1.592
O 3.618 -2.326 -1.998
O 2.510 -2.833 0.378
H 4.237 -3.956 0.368
H 3.163 -4.379 1.672
H 1.657 -5.484 0.060
H 3.229 -5.578 -0.790
N -1.508 -1.733 3.467
C -2.032 -2.557 2.470
C -1.069 -2.798 1.530
C 0.099 -2.139 1.975
C -0.178 -1.506 3.168
H -1.997 -1.325 4.250
H -3.055 -2.852 2.654
H -1.020 -3.372 0.616
H 1.014 -2.071 1.405
H 0.512 -0.908 3.745
N 0.675 2.603 4.473
C -0.005 2.252 3.295
C -0.333 0.915 3.403
C 0.022 0.510 4.710
C 0.667 1.573 5.396
H 1.122 3.479 4.703
H -0.144 2.948 2.481
H -0.738 0.267 2.639
H -0.077 -0.492 5.100
H 1.031 1.627 6.411
N -4.284 1.682 0.989
C -5.100 0.554 1.207
C -4.445 -0.295 2.103
C -3.240 0.340 2.421
C -3.111 1.497 1.717
H -4.460 2.512 0.441
H -6.026 0.395 0.674
H -4.830 -1.226 2.493
H -2.384 -0.001 2.985
H -2.359 2.271 1.744
N -0.373 -0.788 -0.219
C 0.431 0.205 -0.699
C 0.095 1.389 -0.055
C -0.969 1.095 0.773
C -1.182 -0.249 0.743
H -0.280 -1.773 -0.422
H 1.222 -0.099 -1.368
H 0.573 2.357 -0.056
H -1.512 1.783 1.405
H -1.764 -0.879 1.401
N -1.399 0.144 -1.921
C -1.027 0.590 -3.214
C -2.184 0.889 -3.885
C -3.200 0.947 -2.940
C -2.723 0.409 -1.754
H -0.839 -0.229 -1.167
H 0.010 0.431 -3.470
H -2.401 1.280 -4.868
H -4.189 1.347 -3.108
H -3.163 0.062 -0.831
N -0.571 3.325 -2.923
C -0.038 2.720 -1.856
C 1.166 3.310 -1.521
C 1.337 4.422 -2.377
C 0.234 4.382 -3.213
H -1.428 2.959 -3.315
H -0.527 1.901 -1.350
H 1.665 3.065 -0.595
H 2.126 5.159 -2.385
H -0.113 5.018 -4.014
N 4.175 1.905 1.793
C 3.481 1.104 2.646
C 2.118 1.242 2.414
C 2.055 2.327 1.470
C 3.281 2.615 1.014
H 5.177 1.884 1.663
H 3.993 0.356 3.234
H 1.272 0.735 2.854
H 1.122 2.714 1.088
H 3.635 3.313 0.269
*
```


Entry 3:
# C34H48As2N6STi

C34H48As2N6STi as an isolated structure (ωB97M-V with the def2-TZVPD basis set, OMol25).

LUMO (spin up / spin down) = -0.1848 / -0.1887 Ha
<S²> = 2.01
HOMO energy (spin up / spin down) = -11.314 / -12.366 eV
Gap between HOMO and LUMO (spin up / spin down) = 6.2865 / 7.2301 eV

```
! RIJCOSX wB97M-V def2-TZVPD def2/J DEFGRID3
* xyz 2 3
Ti -1.064 1.025 0.088
C -3.370 2.417 1.426
C -3.293 1.310 2.486
C -3.183 -0.087 1.927
C -3.941 -1.097 2.503
C -3.861 -2.395 2.023
C -3.026 -2.634 0.937
C -2.306 -1.583 0.410
N -2.346 -0.324 0.894
N -2.056 2.743 0.871
C -1.184 3.386 1.876
C -0.117 2.438 2.366
C 0.781 2.792 3.357
C 1.684 1.841 3.827
C 1.611 0.553 3.317
C 0.714 0.291 2.296
N -0.109 1.219 1.800
C -2.126 3.605 -0.311
C -0.747 3.612 -0.931
C -0.224 4.693 -1.611
C 1.102 4.648 -2.038
C 1.882 3.556 -1.660
C 1.293 2.514 -0.972
N -0.018 2.499 -0.674
H -3.829 3.309 1.882
H -4.027 2.090 0.607
H -4.201 1.354 3.093
H -2.446 1.481 3.162
H -4.601 -0.870 3.325
H -4.436 -3.187 2.472
H -2.939 -3.619 0.509
H -1.665 -1.748 -0.458
H -1.774 3.744 2.730
H -0.697 4.272 1.451
H 0.782 3.793 3.760
H 2.412 2.102 4.578
H 2.268 -0.224 3.672
H 0.635 -0.682 1.829
H -2.427 4.628 -0.040
H -2.888 3.219 -1.008
H -0.841 5.558 -1.793
H 1.522 5.457 -2.611
H 2.933 3.517 -1.901
H 1.875 1.660 -0.618
C 1.763 -2.246 -1.654
As 0.562 -0.674 -1.700
C 1.631 0.252 -3.065
C -0.768 -1.396 -2.973
C -0.454 -2.482 -3.784
C -1.346 -2.973 -4.720
C -2.598 -2.395 -4.846
C -2.925 -1.304 -4.060
C -2.018 -0.788 -3.135
As -2.407 0.866 -2.175
C -1.888 2.107 -3.620
C -4.363 0.981 -2.430
H 2.604 -2.021 -0.999
H 2.176 -2.418 -2.648
H 1.256 -3.146 -1.302
H 1.777 -0.434 -3.902
H 2.610 0.511 -2.657
H 1.146 1.156 -3.433
H 0.507 -2.966 -3.695
H -1.070 -3.814 -5.336
H -3.309 -2.788 -5.557
H -3.903 -0.850 -4.175
H -2.087 1.634 -4.585
H -0.827 2.361 -3.561
H -2.467 3.034 -3.562
H -4.609 1.138 -3.485
H -4.784 1.821 -1.866
H -4.837 0.061 -2.075
C 5.437 -3.753 1.921
N 4.991 -2.382 1.777
C 6.048 -1.447 1.466
C 3.695 -2.049 1.698
S 3.230 -0.646 0.889
N 2.781 -2.847 2.315
C 3.031 -3.534 3.566
C 1.448 -3.042 1.806
H 6.199 -3.944 1.166
H 4.616 -4.445 1.752
H 5.879 -3.945 2.900
H 6.893 -1.646 2.126
H 5.705 -0.426 1.614
H 6.381 -1.561 0.431
H 3.940 -3.166 4.031
H 3.101 -4.615 3.436
H 2.195 -3.339 4.244
H 1.286 -2.395 0.944
H 0.700 -2.836 2.578
H 1.324 -4.083 1.492
*
```


What did we get for max |F|? Answer: 0.016; 0.241; 0.060 hartree/bohr, in the order shown.